Arrangement w

ORCA calculation (ωB97M-V with the def2-TZVPD basis set) on a structure of composition C6H6.

XYZ file:
```
12
Properties=species:S:1:pos:R:3
C 0.22 -0.13 -1.14
C -0.26 0.98 -0.26
C -1.11 -0.25 -0.44
C -0.51 -1.12 0.71
C 0.85 -0.80 0.11
C 0.48 0.40 0.95
H 0.48 -0.13 -2.19
H -0.53 2.00 -0.50
H -2.11 -0.28 -0.85
H -0.39 -0.15 1.68
H 1.75 -1.38 0.24
H 1.13 0.86 1.69
```

2S+1: 1
Orbital gap (eV): 8.966
E_LUMO (eV): 1.09



Arrangement x

ORCA calculation (ωB97M-V with the def2-TZVPD basis set) on a cluster of 2 separate species, C6H6 in total.

XYZ file:
```
12
Properties=species:S:1:pos:R:3
C -3.31 0.01 -0.20
C 0.87 2.26 -0.24
C -2.28 -0.39 0.27
C 0.86 1.13 0.21
C 1.36 -1.28 -0.14
C 0.89 -0.15 0.68
H -4.24 0.30 -0.63
H 0.86 3.23 -0.63
H 2.18 -1.80 0.37
H 1.69 -0.95 -1.12
H 0.56 -2.02 -0.27
H 0.56 -0.33 1.69
```

2S+1: 1
Orbital gap (spin up / spin down) (eV): 5.506 / 9.451
E_LUMO (spin up / spin down) (eV): -2.55 / -0.90



Least stable: arrangement x



Arrangement w

ORCA calculation (ωB97M-V with the def2-TZVPD basis set) on the molecule C5H11NO4S.

XYZ file:
```
22
Properties=species:S:1:pos:R:3
C 1.15 0.30 1.45
C 2.39 -0.85 -0.54
C 0.82 1.06 -1.05
C -3.81 0.54 0.63
C 1.17 -0.04 -0.09
N -2.62 0.57 0.11
O -2.19 1.41 -0.68
O -1.64 -0.41 0.47
O -0.44 -1.61 -1.69
O 0.10 -2.31 0.58
S -0.19 -1.23 -0.34
H 1.00 -0.72 1.83
H 2.10 0.67 1.75
H 0.29 0.90 1.53
H 2.30 -1.14 -1.52
H 2.40 -1.69 0.23
H 3.42 -0.42 -0.56
H 0.98 0.69 -2.02
H -0.23 1.39 -0.74
H 1.54 1.88 -0.95
H -4.41 1.28 0.35
H -4.12 -0.24 1.25
```

2S+1: 3
Orbital gap (spin up / spin down) (eV): 6.638 / 8.941
E_LUMO (spin up / spin down) (eV): 0.12 / -2.06



Arrangement x

ORCA calculation (ωB97M-V with the def2-TZVPD basis set) on a structure of composition C5H11NO4S.

XYZ file:
```
22
Properties=species:S:1:pos:R:3
C -1.12 1.43 -0.76
C -3.08 0.91 1.17
C 3.37 0.99 -1.14
C -0.18 -1.27 0.43
C -2.15 0.20 0.27
N -1.12 -0.45 0.87
O -0.12 0.90 -1.13
O -1.62 2.51 -0.66
O 3.17 -0.83 0.59
O 1.82 1.18 1.11
S 2.22 0.02 -0.08
H -3.50 1.67 0.47
H -3.98 0.25 1.52
H -2.70 1.51 2.13
H 4.28 1.04 -0.59
H 3.48 0.55 -2.15
H 3.03 2.07 -1.25
H -0.03 -1.54 -0.57
H 0.64 -1.57 1.13
H -2.76 -0.27 -0.68
H 1.30 2.05 0.84
H -1.08 0.01 1.85
```

2S+1: 3
Orbital gap (spin up / spin down) (eV): 6.734 / 6.613
E_LUMO (spin up / spin down) (eV): 0.55 / -2.41



Least stable: arrangement w



Arrangement w

ORCA calculation (ωB97M-V with the def2-TZVPD basis set) on a cluster of 2 separate species, C2H8OS in total.

XYZ file:
```
12
Properties=species:S:1:pos:R:3
C 2.42 -0.27 -0.65
O 2.15 0.19 0.70
H 1.42 -0.33 -1.09
H 2.85 -1.26 -0.62
H 3.00 0.47 -1.19
H 2.49 -0.51 1.27
C -2.48 0.78 0.20
S -1.58 -0.81 0.05
H -3.19 0.75 1.02
H -2.79 1.12 -0.79
H -1.73 1.47 0.58
H -2.56 -1.62 0.51
```

2S+1: 1
Orbital gap (eV): 9.861
E_LUMO (eV): 0.90



Arrangement x

ORCA calculation (ωB97M-V with the def2-TZVPD basis set) on a cluster of 2 separate species, C2H8OS in total.

XYZ file:
```
12
Properties=species:S:1:pos:R:3
C -0.80 1.67 2.34
C -0.25 2.65 1.32
O 0.99 2.22 0.74
H -0.03 0.96 2.63
H -1.14 2.19 3.23
H -1.60 1.07 1.91
H -0.11 3.65 1.76
H -0.93 2.73 0.49
H 1.69 2.34 1.39
S 0.10 -3.07 -2.18
H 0.21 -4.39 -2.29
H -1.20 -3.09 -1.91
```

2S+1: 1
Orbital gap (eV): 10.620
E_LUMO (eV): 0.90



Least stable: arrangement w



Arrangement w

ORCA calculation (ωB97M-V with the def2-TZVPD basis set) on a cluster of 2 separate species, C2H8OS in total.

XYZ file:
```
12
Properties=species:S:1:pos:R:3
C -2.11 -0.18 -0.22
C -0.85 0.68 0.08
S -0.73 1.80 -1.32
H -3.03 0.43 -0.11
H -2.13 -0.98 0.54
H -2.12 -0.64 -1.22
H -1.20 1.14 1.02
H -0.02 0.00 0.33
H -0.62 0.76 -2.17
O 3.90 -0.88 0.91
H 4.34 -0.73 1.78
H 4.56 -1.38 0.38
```

2S+1: 1
Orbital gap (eV): 9.685
E_LUMO (eV): 0.85



Arrangement x

ORCA calculation (ωB97M-V with the def2-TZVPD basis set) on a cluster of 2 separate species, C2H8OS in total.

XYZ file:
```
12
Properties=species:S:1:pos:R:3
C -1.64 0.12 0.89
O -2.43 0.94 0.02
H -1.49 -0.89 0.48
H -2.30 -0.05 1.76
H -0.73 0.66 1.22
H -1.85 1.67 -0.23
C 1.80 -0.66 0.69
S 1.11 -0.26 -0.94
H 0.87 -1.25 1.37
H 2.15 0.30 1.10
H 2.56 -1.50 0.63
H 1.47 1.04 -0.97
```

2S+1: 1
Orbital gap (eV): 9.819
E_LUMO (eV): 0.68



Least stable: arrangement x



Arrangement w

ORCA calculation (ωB97M-V with the def2-TZVPD basis set) on a cluster of 2 separate species, C2H8OS in total.

XYZ file:
```
12
Properties=species:S:1:pos:R:3
C 0.23 -1.17 -0.63
C 1.34 -2.10 -0.40
S 1.99 -3.30 -1.64
H 0.39 -0.15 -0.22
H -0.83 -1.57 -0.50
H 0.21 -0.74 -1.58
H 2.26 -1.39 0.02
H 1.11 -2.57 0.58
H 1.45 -4.37 -1.08
O -2.93 5.68 1.48
H -3.09 6.48 1.98
H -2.14 5.20 1.99
```

2S+1: 1
Orbital gap (eV): 10.125
E_LUMO (eV): 0.93



Arrangement x

ORCA calculation (ωB97M-V with the def2-TZVPD basis set) on a cluster of 2 separate species, C2H8OS in total.

XYZ file:
```
12
Properties=species:S:1:pos:R:3
C -1.39 -0.38 0.78
O -0.67 -1.63 0.76
H -1.26 0.18 1.72
H -2.44 -0.56 0.67
H -1.22 0.24 -0.11
H 0.29 -1.33 0.94
C 1.05 0.31 -1.21
S 1.84 1.27 0.22
H 1.70 0.57 -2.08
H 0.05 0.58 -1.45
H 1.39 -0.70 -1.13
H 0.68 1.47 0.91
```

2S+1: 1
Orbital gap (eV): 10.163
E_LUMO (eV): 0.80



Least stable: arrangement w



Arrangement w

ORCA calculation (ωB97M-V with the def2-TZVPD basis set) on the molecule C4H8N2OS.

XYZ file:
```
16
Properties=species:S:1:pos:R:3
H -1.00 2.68 -0.22
N 0.03 2.26 -0.27
C 0.16 1.09 0.10
C 1.60 0.58 0.47
S 2.25 -1.00 -0.41
N -1.04 0.29 0.42
O -0.64 -0.88 1.06
C -2.09 0.07 -0.49
C -2.90 -1.04 -0.47
H 2.38 1.40 0.30
H 1.71 0.41 1.53
H 2.49 -0.42 -1.60
H -1.23 -0.93 1.96
H -2.12 0.66 -1.50
H -3.58 -1.15 -1.37
H -2.93 -1.73 0.31
```

2S+1: 1
Orbital gap (eV): 9.151
E_LUMO (eV): 0.56



Arrangement x

ORCA calculation (ωB97M-V with the def2-TZVPD basis set) on the molecule C4H8N2OS.

XYZ file:
```
16
Properties=species:S:1:pos:R:3
C -2.83 0.46 -0.06
S -1.63 -0.68 0.78
C -0.34 -0.65 -0.62
C 0.61 -1.72 -0.36
N 1.73 -1.25 0.06
N 1.71 0.09 -0.17
C 2.35 1.08 0.70
O 0.41 0.57 -0.69
H -3.64 -0.11 -0.49
H -2.17 0.92 -0.79
H -3.37 1.00 0.62
H -0.85 -0.73 -1.56
H 0.44 -2.81 -0.25
H 2.44 1.89 0.07
H 1.84 1.04 1.68
H 3.31 0.90 1.09
```

2S+1: 1
Orbital gap (eV): 8.971
E_LUMO (eV): 0.89



Least stable: arrangement x